1.
The following is a quantum chemistry calculation of a molecular structure, BaCl3O12 at a distorted geometry, from the OMol25 dataset.

**Charge**: -1
**Frontier orbital gap**: 3.3497 eV
**Spin multiplicity**: 1
**Relative energy (zero: lowest compared OMol25 entry of this formula, charge and spin)**: 194.30 kcal/mol
**Lowest unoccupied orbital energy**: -0.0836 Eh
**HOMO**: -0.2067 Eh

Last column: Löwdin charge in e.
Element x y z (Å)
1 Ba -9.44 28.04 -11.03  1.889
2 Cl -7.58 22.63 -10.62  0.480
3 O -7.26 22.48 -9.29  -0.307
4 O -6.49 22.81 -11.52  -0.393
5 O -8.35 21.65 -11.16  -0.322
6 O -8.32 23.81 -10.72  -0.430
7 Cl -11.87 25.58 -6.42  0.598
8 O -11.17 26.29 -7.50  -0.502
9 O -10.96 24.66 -5.86  -0.335
10 O -12.32 26.66 -5.56  -0.359
11 O -12.87 25.00 -7.21  -0.362
12 Cl -12.78 31.40 -8.51  0.620
13 O -13.61 32.58 -8.59  -0.349
14 O -13.57 30.26 -8.38  -0.335
15 O -12.20 31.13 -9.82  -0.502
16 O -11.55 31.48 -7.69  -0.393

2.
The following is a quantum chemistry calculation of a molecular structure, C3H4EuO3 at a distorted geometry, from the OMol25 dataset.

**Frontier orbital gap (spin up / spin down)**: 6.2029 / 6.2995 eV
**<S²>**: 15.761
**Spin multiplicity**: 8
**Relative energy (zero: lowest compared OMol25 entry of this formula, charge and spin)**: 20.43 kcal/mol
**Lowest unoccupied orbital energy (spin up / spin down)**: -0.0511 / -0.0483 Eh
**HOMO (spin up / spin down)**: -0.2791 / -0.2798 Eh

Last column: Löwdin charge in e.
Element x y z (Å)
1 O -1.19 1.99 -0.20  -0.261
2 C -1.60 0.88 0.29  -0.859
3 O -2.72 0.39 0.15  0.041
4 C 1.36 -0.38 -0.54  -0.286
5 C 0.25 -1.03 0.15  -0.169
6 O -0.64 0.20 0.99  -0.243
7 Eu 0.94 2.21 0.50  1.589
8 H 2.35 -0.74 -0.23  -0.008
9 H 1.25 -0.33 -1.63  0.003
10 H 0.54 -1.67 0.99  0.090
11 H -0.52 -1.53 -0.46  0.104

3.
The following is a quantum chemistry calculation of a molecular structure, C37H30BrF7N5O5S2Sb2Ti at a distorted geometry, from the OMol25 dataset.

**Charge**: -1
**Frontier orbital gap (spin up / spin down)**: 6.8193 / 7.2805 eV
**<S²>**: 2.022
**Spin multiplicity**: 3
**Relative energy (zero: lowest compared OMol25 entry of this formula, charge and spin)**: 57.17 kcal/mol
**Lowest unoccupied orbital energy (spin up / spin down)**: 0.0709 / 0.0447 Eh
**HOMO (spin up / spin down)**: -0.1797 / -0.2229 Eh

Last column: Löwdin charge in e.
Element x y z (Å)
1 Ti -1.53 0.20 -1.50  0.972
2 C 1.87 1.70 1.80  -0.397
3 C 1.71 0.19 2.09  -0.377
4 C 0.65 -0.15 3.14  -0.384
5 Sb -1.44 0.09 2.60  1.528
6 C -2.22 -1.87 2.96  -0.385
7 C -3.40 -2.21 2.30  -0.150
8 C -3.96 -3.48 2.44  -0.095
9 C -3.35 -4.42 3.25  -0.099
10 C -2.18 -4.08 3.93  -0.093
11 C -1.63 -2.82 3.79  -0.133
12 C -2.07 0.61 4.60  -0.386
13 C -1.42 0.17 5.76  -0.138
14 C -1.93 0.45 7.02  -0.101
15 C -3.11 1.17 7.15  -0.111
16 C -3.77 1.61 6.02  -0.105
17 C -3.25 1.33 4.76  -0.148
18 Sb 0.81 2.48 0.10  1.525
19 C 1.83 4.38 0.09  -0.381
20 C 1.09 5.53 -0.16  -0.147
21 C 1.71 6.75 -0.39  -0.102
22 C 3.09 6.84 -0.36  -0.104
23 C 3.84 5.70 -0.09  -0.093
24 C 3.22 4.48 0.13  -0.126
25 C 2.23 1.85 -1.38  -0.384
26 C 3.35 1.08 -1.08  -0.156
27 C 4.27 0.74 -2.07  -0.107
28 C 4.07 1.18 -3.37  -0.093
29 C 2.97 1.96 -3.68  -0.081
30 C 2.06 2.29 -2.69  -0.138
31 H 2.92 1.95 1.63  0.032
32 H 1.54 2.28 2.66  0.052
33 H 2.67 -0.18 2.48  0.103
34 H 1.52 -0.37 1.18  0.054
35 H 0.76 -1.20 3.42  0.043
36 H 0.79 0.48 4.02  0.044
37 H -3.87 -1.49 1.64  0.089
38 H -4.86 -3.73 1.90  0.099
39 H -3.76 -5.41 3.35  0.094
40 H -1.69 -4.81 4.57  0.096
41 H -0.71 -2.58 4.32  0.087
42 H -0.50 -0.40 5.68  0.084
43 H -1.41 0.09 7.90  0.096
44 H -3.51 1.38 8.14  0.093
45 H -4.69 2.18 6.11  0.096
46 H -3.79 1.68 3.88  0.087
47 H 0.00 5.48 -0.20  0.087
48 H 1.11 7.63 -0.59  0.097
49 H 3.59 7.78 -0.55  0.096
50 H 4.93 5.76 -0.07  0.098
51 H 3.83 3.61 0.30  0.089
52 H 3.52 0.71 -0.07  0.088
53 H 5.13 0.13 -1.83  0.103
54 H 4.78 0.90 -4.15  0.101
55 H 2.80 2.31 -4.69  0.102
56 H 1.20 2.89 -2.95  0.094
57 F 1.66 -4.97 -1.07  0.133
58 C 0.38 -4.74 -1.31  -0.550
59 F 0.21 -4.48 -2.59  0.129
60 F -0.36 -5.77 -0.96  0.146
61 S -0.23 -2.51 -0.29  0.780
62 O -0.51 -0.88 -0.29  -0.640
63 O 0.14 -2.82 1.07  -0.389
64 N -1.84 -3.05 -0.55  -0.320
65 S -2.52 -2.23 -1.64  0.591
66 O -3.34 -1.07 -1.21  -0.330
67 O -1.59 -1.68 -2.67  -0.372
68 C -3.63 -3.38 -2.54  -0.686
69 F -2.93 -4.40 -3.02  0.157
70 F -4.58 -3.83 -1.72  0.153
71 F -4.19 -2.72 -3.55  0.160
72 O -0.93 1.48 -2.66  -0.290
73 N -2.18 1.12 -3.15  -0.100
74 C -2.23 0.98 -4.49  -0.310
75 C -1.18 1.42 -5.33  -0.215
76 N -0.32 1.76 -6.02  0.157
77 C -3.44 0.51 -5.06  -0.195
78 N -4.42 0.12 -5.53  0.146
79 F -2.39 1.31 -0.41  -0.409
80 Br 4.13 -3.74 -5.09  0.728
81 C 2.93 -2.59 -4.18  -0.688
82 C 3.05 -2.39 -2.82  -0.113
83 C 2.15 -1.53 -2.22  -0.175
84 N 1.19 -0.88 -2.86  0.091
85 C 1.10 -1.08 -4.17  -0.112
86 C 1.93 -1.93 -4.89  -0.092
87 H 3.81 -2.90 -2.24  0.108
88 H 2.23 -1.35 -1.15  0.099
89 H 0.33 -0.53 -4.70  0.089
90 H 1.80 -2.07 -5.95  0.104

4.
The following is a quantum chemistry calculation of a molecular structure, C36H40N9O4STb at a distorted geometry, from the OMol25 dataset.

**Frontier orbital gap (spin up / spin down)**: 6.4583 / 6.5899 eV
**<S²>**: 12.613
**Spin multiplicity**: 7
**Relative energy (zero: lowest compared OMol25 entry of this formula, charge and spin)**: 3.22 kcal/mol
**Lowest unoccupied orbital energy (spin up / spin down)**: -0.0151 / -0.0148 Eh
**HOMO (spin up / spin down)**: -0.2524 / -0.2569 Eh

Last column: Löwdin charge in e.
Element x y z (Å)
1 Tb 1.25 -0.38 -0.17  1.542
2 C 6.02 -1.36 -0.62  -0.109
3 C 6.48 -0.76 0.53  -0.093
4 C 5.52 -0.22 1.43  -0.032
5 C 4.13 -0.19 1.12  -0.252
6 C 3.74 -0.79 -0.05  -0.191
7 C 4.66 -1.41 -0.88  -0.113
8 C 3.21 0.35 2.13  -0.252
9 C 3.47 0.13 3.55  0.012
10 C 2.83 1.00 4.48  0.009
11 C 1.97 2.03 3.97  -0.148
12 C 1.43 3.07 4.76  -0.051
13 C 0.50 3.95 4.25  -0.081
14 C 0.02 3.81 2.89  -0.041
15 C 0.62 2.85 2.05  -0.026
16 C 1.61 1.99 2.53  -0.185
17 N 2.12 1.00 1.73  0.034
18 H 6.73 -1.79 -1.32  0.096
19 H 7.54 -0.70 0.74  0.094
20 H 5.89 0.20 2.37  0.096
21 H 4.31 -1.87 -1.82  0.102
22 H 4.12 -0.71 3.87  0.120
23 H 2.98 0.98 5.54  0.103
24 H 1.68 3.05 5.84  0.119
25 H 0.09 4.74 4.84  0.087
26 H -0.87 4.39 2.62  0.096
27 H 0.40 2.81 0.99  0.072
28 O 2.16 1.44 -1.35  -0.275
29 N 1.94 1.72 -2.58  0.026
30 N 1.09 0.89 -3.17  -0.220
31 O 0.60 -0.18 -2.48  -0.306
32 C 0.93 1.02 -4.53  -0.167
33 C 0.53 -0.15 -5.27  0.003
34 C 0.86 -0.25 -6.62  -0.093
35 C 1.40 0.82 -7.32  -0.096
36 C 1.63 2.02 -6.64  -0.109
37 C 1.44 2.14 -5.29  -0.031
38 H 0.08 -1.00 -4.72  0.116
39 H 0.71 -1.19 -7.15  0.105
40 H 1.56 0.74 -8.38  0.093
41 H 1.94 2.92 -7.17  0.103
42 H 1.72 3.10 -4.78  0.117
43 C -1.99 4.60 -1.37  -0.057
44 N -2.61 3.79 -0.34  -0.129
45 C -3.80 4.15 0.33  -0.048
46 C -4.10 3.15 1.17  -0.046
47 N -3.22 2.07 0.91  0.016
48 C -2.30 2.46 -0.05  -0.689
49 S -1.27 1.56 -1.00  0.752
50 C -3.07 0.90 1.79  -0.242
51 C -4.20 0.51 2.51  -0.016
52 C -4.01 -0.39 3.59  -0.043
53 C -2.72 -0.86 3.91  -0.050
54 C -1.69 -0.45 3.08  -0.101
55 N -1.85 0.40 2.03  0.118
56 H -1.94 5.68 -1.05  0.102
57 H -2.49 4.49 -2.31  0.084
58 H -0.90 4.36 -1.54  0.091
59 H -4.28 5.14 0.21  0.136
60 H -4.88 3.03 1.91  0.117
61 H -5.18 0.73 2.11  0.113
62 H -4.87 -0.71 4.22  0.123
63 H -2.52 -1.59 4.69  0.107
64 H -0.70 -0.87 3.17  0.093
65 N 1.39 -2.31 1.90  -0.027
66 C 2.11 -3.48 1.25  -0.130
67 C 1.51 -3.49 -0.16  -0.626
68 O 0.83 -4.47 -0.55  -0.010
69 O 1.66 -2.42 -0.87  -0.236
70 H 1.84 -2.13 2.82  0.083
71 H 0.44 -2.68 2.12  0.082
72 H 1.89 -4.39 1.81  0.111
73 H 3.19 -3.27 1.28  0.122
74 C -2.74 -3.21 -2.41  -0.035
75 C -2.95 -3.21 -0.85  -0.638
76 C -4.07 -2.28 -0.51  -0.056
77 C -3.22 -4.66 -0.43  -0.045
78 N -1.71 -2.78 -0.22  -0.032
79 N -1.41 -1.38 -0.45  -0.058
80 H -3.55 -3.50 -3.06  0.070
81 H -1.92 -3.95 -2.59  0.098
82 H -2.40 -2.26 -2.82  0.070
83 H -4.97 -2.70 -0.94  0.086
84 H -3.90 -1.32 -1.01  0.077
85 H -4.17 -2.14 0.56  0.076
86 H -4.15 -5.08 -0.92  0.103
87 H -3.22 -4.87 0.65  0.084
88 H -2.41 -5.22 -0.87  0.064
89 H -0.91 -3.34 -0.54  0.073
90 H -1.86 -0.80 0.25  -0.007
91 H -1.72 -1.03 -1.33  0.002

5.
The following is a quantum chemistry calculation of a molecular structure, C33H45N8O2PRhS3, from the OMol25 dataset.

**Charge**: +3
**Frontier orbital gap**: 8.7210 eV
**Spin multiplicity**: 1
**Relative energy (zero: lowest compared OMol25 entry of this formula, charge and spin)**: 0.20 kcal/mol
**Lowest unoccupied orbital energy**: -0.2741 Eh
**HOMO**: -0.5946 Eh

Last column: Löwdin charge in e.
Element x y z (Å)
1 Rh 0.34 -0.24 -0.19  0.965
2 C 1.85 -3.62 3.97  0.009
3 N 1.17 -2.50 3.33  -0.101
4 C 0.39 -1.58 3.98  -0.012
5 C -0.02 -0.69 3.04  -0.133
6 N 0.49 -1.04 1.82  -0.008
7 C 1.21 -2.15 2.02  -0.429
8 P 2.06 -3.13 0.75  1.214
9 C 0.64 -3.17 -0.39  -0.423
10 N -0.08 -2.11 -0.74  -0.110
11 C -1.11 -2.54 -1.53  -0.091
12 C -1.00 -3.89 -1.66  0.001
13 N 0.10 -4.27 -0.95  -0.099
14 C 0.60 -5.65 -0.83  0.014
15 C 2.91 -1.72 -0.01  -0.427
16 N 2.31 -0.59 -0.36  -0.101
17 C 3.27 0.25 -0.87  -0.115
18 C 4.47 -0.40 -0.81  -0.001
19 N 4.23 -1.63 -0.27  -0.095
20 C 5.25 -2.65 -0.01  0.014
21 H 1.40 -3.79 4.94  0.106
22 H 2.91 -3.39 4.10  0.105
23 H 1.75 -4.52 3.36  0.084
24 H 0.20 -1.64 5.04  0.143
25 H -0.67 0.16 3.18  0.077
26 H -1.83 -1.86 -1.95  0.112
27 H -1.60 -4.60 -2.21  0.143
28 H -0.07 -6.30 -1.39  0.106
29 H 0.60 -5.96 0.21  0.097
30 H 1.60 -5.72 -1.25  0.102
31 H 3.03 1.22 -1.26  0.105
32 H 5.46 -0.08 -1.10  0.144
33 H 6.17 -2.35 -0.50  0.106
34 H 4.93 -3.61 -0.42  0.095
35 H 5.43 -2.75 1.06  0.102
36 O 0.62 1.80 0.23  -0.658
37 S 1.38 3.01 0.78  1.082
38 C 0.19 3.82 1.92  -0.265
39 C -1.06 2.98 2.16  -0.229
40 C -2.05 3.06 0.99  -0.233
41 C -3.18 2.04 1.05  -0.276
42 S -2.56 0.35 1.14  1.072
43 O -1.71 0.20 -0.15  -0.634
44 C -4.04 -0.56 0.85  -0.404
45 C -4.69 -0.50 -0.38  -0.073
46 C -5.86 -1.22 -0.55  -0.039
47 C -6.37 -1.98 0.50  -0.029
48 C -5.71 -2.04 1.72  -0.040
49 C -4.52 -1.33 1.90  -0.069
50 C 2.63 2.44 1.90  -0.407
51 C 2.33 1.75 3.07  -0.076
52 C 3.37 1.34 3.89  -0.048
53 C 4.69 1.62 3.54  -0.039
54 C 4.97 2.32 2.37  -0.045
55 C 3.94 2.73 1.54  -0.084
56 H -0.06 4.77 1.44  0.104
57 H 0.73 4.03 2.84  0.104
58 H -1.54 3.32 3.08  0.141
59 H -0.76 1.95 2.32  0.050
60 H -1.51 2.93 0.06  0.076
61 H -2.50 4.05 0.96  0.140
62 H -3.84 2.11 0.17  0.100
63 H -3.81 2.15 1.94  0.123
64 H -4.29 0.10 -1.19  0.107
65 H -6.39 -1.18 -1.49  0.122
66 H -7.29 -2.53 0.37  0.125
67 H -6.11 -2.63 2.53  0.123
68 H -3.99 -1.38 2.84  0.114
69 H 1.31 1.56 3.36  0.094
70 H 3.16 0.82 4.81  0.116
71 H 5.50 1.32 4.19  0.122
72 H 6.00 2.56 2.12  0.122
73 H 4.14 3.30 0.64  0.117
74 C -3.45 2.71 -3.77  -0.053
75 C -2.41 3.10 -2.74  -0.208
76 N -1.53 1.98 -2.35  0.022
77 C -0.48 1.57 -3.03  -0.662
78 S 0.49 0.23 -2.49  0.827
79 N -0.14 2.15 -4.17  0.036
80 C 0.99 1.82 -5.04  -0.237
81 C 0.65 0.74 -6.05  -0.069
82 H -4.06 3.58 -4.03  0.094
83 H -4.12 1.94 -3.38  0.075
84 H -3.01 2.33 -4.69  0.077
85 H -2.89 3.44 -1.83  0.110
86 H -1.78 3.93 -3.08  0.128
87 H -1.77 1.43 -1.53  0.064
88 H -0.80 2.81 -4.55  0.137
89 H 1.82 1.52 -4.40  0.087
90 H 1.29 2.74 -5.53  0.129
91 H 0.37 -0.19 -5.55  0.064
92 H 1.52 0.54 -6.68  0.089
93 H -0.17 1.05 -6.70  0.085

Q: The highest relative energy (zero: lowest compared OMol25 entry of this formula, charge and spin) belongs to which entry?
A: BaCl3O12